(1)
{
  "formula": "C32H55BCaF10N10O6S2",
  "method": "ωB97M-V with the def2-TZVPD basis set",
  "gap_ha": [0.318, 0.154],
  "spin_multiplicity": 2,
  "s_squared": 0.76,
  "charge": 5,
  "species": ["Ca", "S", "S", "F", "F", "F", "F", "F", "F", "F", "F", "F", "F", "O", "O", "O", "O", "O", "O", "N", "N", "N", "N", "N", "N", "N", "N", "N", "N", "C", "C", "C", "C", "C", "C", "C", "C", "C", "C", "C", "C", "C", "C", "C", "C", "C", "C", "C", "C", "C", "C", "C", "C", "C", "C", "C", "C", "C", "C", "C", "C", "B", "H", "H", "H", "H", "H", "H", "H", "H", "H", "H", "H", "H", "H", "H", "H", "H", "H", "H", "H", "H", "H", "H", "H", "H", "H", "H", "H", "H", "H", "H", "H", "H", "H", "H", "H", "H", "H", "H", "H", "H", "H", "H", "H", "H", "H", "H", "H", "H", "H", "H", "H", "H", "H", "H", "H"],
  "coordinates": [[7.5108, -12.7919, 11.8134], [10.5547, -13.8467, 12.9053], [8.2492, -10.6371, 14.8841], [12.5490, -14.3953, 11.0580], [5.6716, -9.9694, 14.6719], [8.7961, -10.9396, 10.8952], [7.6554, -9.8339, 9.3354], [6.5187, -9.9378, 16.6488], [13.3187, -13.6495, 13.0160], [9.2540, -11.3284, 8.6950], [6.0002, -11.9048, 15.7252], [12.3619, -12.3307, 11.5687], [7.1798, -11.8803, 9.7197], [8.0680, -11.4137, 13.6451], [9.0854, -11.2923, 15.9261], [9.6338, -13.3562, 11.8463], [8.6195, -9.2600, 14.6518], [10.4064, -15.2981, 13.2494], [10.3807, -12.9221, 13.9947], [6.5191, -5.8653, 13.0418], [12.8369, -8.5082, 8.8613], [7.0280, -15.2511, 5.2017], [10.5923, -15.0925, 7.2156], [10.2342, -17.1292, 6.3497], [8.1622, -4.3740, 6.2915], [8.2067, -6.5435, 6.9264], [11.7345, -8.7557, 10.7619], [5.9478, -4.9776, 15.0464], [6.1482, -16.5652, 3.6712], [6.9018, -6.7642, 14.0391], [5.5493, -17.0541, 2.4212], [8.9180, -8.5471, 5.7361], [11.3470, -8.4543, 12.1305], [6.5469, -15.2408, 3.9552], [6.0009, -4.7224, 13.7029], [13.3106, -7.9100, 7.5776], [5.3028, -4.2144, 16.0209], [12.7584, -6.4324, 7.3518], [10.9807, -15.0462, 5.8504], [8.9122, -5.7925, 7.9202], [6.3714, -17.2810, 4.7259], [12.2876, -9.7591, 8.7931], [6.6071, -6.2903, 15.3532], [7.8875, -5.6996, 5.8583], [6.8667, -16.4819, 5.8068], [6.5464, -12.8814, 6.3240], [11.5584, -9.8680, 10.0147], [12.3598, -13.7119, 8.2152], [12.4336, -7.8929, 10.0025], [12.3619, -13.5541, 12.1306], [10.1624, -16.3637, 7.5052], [8.9216, -4.4655, 7.4769], [6.4505, -10.6402, 15.5398], [6.9191, -5.8792, 11.7032], [8.2374, -7.9785, 6.9519], [10.8573, -13.9943, 8.0870], [7.2391, -7.2488, 11.0728], [7.5308, -14.0381, 5.9153], [10.7125, -16.2915, 5.3333], [7.9600, -3.2429, 5.4573], [10.0541, -18.6200, 6.2711], [8.2489, -11.0261, 9.6421], [8.9965, -9.6267, 5.8646], [7.4262, -7.6841, 13.8268], [6.8363, -12.0570, 6.9755], [10.7675, -19.1350, 6.9145], [12.6416, -12.8641, 8.8397], [12.7221, -6.9082, 10.3397], [5.6353, -3.1778, 16.0752], [8.3526, -8.3394, 4.8277], [9.0983, -18.9960, 6.6361], [5.1139, -16.2702, 1.8015], [7.1527, -16.6787, 6.8295], [9.3245, -3.5887, 7.9618], [8.8422, -2.8803, 4.9298], [5.6958, -13.3726, 6.7966], [7.5739, -2.4644, 6.1154], [12.3553, -10.5084, 8.0183], [12.7553, -13.5940, 7.2064], [6.8033, -6.6856, 16.3389], [7.7987, -5.2367, 11.6636], [4.8181, -17.8447, 2.5897], [6.1497, -18.3355, 4.6526], [5.4600, -4.6778, 16.9949], [10.1792, -19.0202, 5.2650], [6.1707, -5.3079, 11.1540], [10.4593, -14.2101, 9.0785], [7.5309, -5.9172, 4.8623], [12.8607, -14.6130, 8.5690], [13.1740, -8.6095, 6.7529], [9.3217, -6.1856, 8.8390], [9.9531, -8.2846, 5.5176], [6.3527, -17.5364, 1.8644], [10.3916, -8.9670, 12.2428], [8.9013, -8.2741, 7.7642], [11.0137, -10.7018, 10.4324], [11.6796, -6.5153, 7.2194], [12.7837, -5.9448, 8.3263], [10.7666, -16.5277, 4.2809], [11.4599, -14.1410, 5.5080], [8.0030, -14.3112, 6.8590], [8.3948, -13.6771, 5.3574], [7.1058, -3.3851, 4.7952], [14.3897, -7.8392, 7.7141], [9.6995, -16.7048, 8.4194], [6.3816, -7.9216, 11.0784], [11.5407, -7.4143, 12.3933], [6.4331, -14.3606, 3.3399], [4.2239, -4.2861, 15.8832], [12.0340, -9.1065, 12.6697], [10.3443, -13.0780, 7.7947], [13.1922, -5.7726, 6.6005], [7.9056, -7.8430, 11.6980], [7.2396, -8.4028, 7.0638], [7.8052, -7.2140, 10.1420], [5.6923, -3.7903, 13.2530], [6.1753, -12.4486, 5.3950]],
  "forces_ev_per_a": [[1.1, 0.3, 0.5], [0.5, -3.4, 2.4], [-2.8, -0.3, -2.1], [-0.1, 0.3, 1.6], [0.6, -0.9, 0.2], [0.5, -0.3, 1.7], [0.0, 1.4, -0.5], [-0.4, -0.5, 0.3], [-0.5, -0.2, -0.5], [-0.8, -0.5, 0.5], [0.7, 1.9, -0.3], [0.0, 0.3, 0.5], [-1.3, -2.9, 0.2], [0.4, 0.4, 1.2], [0.4, 0.1, -0.2], [-0.6, -0.6, -1.9], [0.4, -0.9, 0.7], [0.6, 3.8, -1.7], [1.0, 0.2, 0.3], [-1.2, 1.6, 5.5], [-1.6, 0.4, -1.2], [-0.8, 1.3, 1.1], [0.0, -2.6, -1.9], [0.1, 1.5, 0.9], [1.5, -5.4, 0.1], [1.2, 3.3, -0.9], [1.0, 2.0, -2.6], [2.9, -3.5, -2.8], [0.1, 5.0, -1.3], [-0.3, 0.8, 2.5], [0.6, -0.6, -0.8], [0.0, -0.8, -1.1], [0.7, -2.3, 0.0], [-0.5, -2.4, -0.1], [0.6, -3.3, 1.5], [1.7, 2.3, 0.3], [-1.4, 1.1, 2.1], [-0.9, -1.6, 1.3], [-1.0, -1.4, 1.8], [-1.2, 2.0, -2.6], [0.8, -1.4, 4.2], [-2.2, 0.0, 4.0], [-1.1, 2.3, -5.4], [1.0, 1.9, 4.2], [-0.5, -1.0, -3.2], [-1.0, -1.5, -1.7], [0.9, -1.7, -1.4], [0.1, -1.0, -0.9], [0.9, -0.5, -0.3], [-1.4, -0.6, -0.9], [0.5, 0.6, -2.5], [-1.5, -1.5, -0.1], [0.3, 0.0, 0.2], [1.2, 0.6, -2.6], [0.9, -1.0, -0.3], [0.3, 1.4, 2.1], [0.0, -0.4, 1.4], [1.0, 1.2, 1.1], [0.0, 0.8, 0.4], [-1.0, 2.0, -0.1], [0.0, -0.4, 0.4], [1.2, 2.4, -2.0], [-0.4, -0.1, -0.1], [-0.2, 0.3, -0.2], [0.9, -0.5, -0.1], [0.4, 0.4, -0.1], [-0.3, -0.1, 0.0], [0.1, -0.1, -0.2], [0.0, -0.1, -0.2], [0.0, -0.2, -0.1], [-0.3, 0.7, -0.1], [0.1, 0.1, 0.4], [-0.1, -0.1, -0.3], [-0.1, 0.0, -0.1], [0.0, -0.3, 0.1], [-0.2, 0.1, 0.1], [0.3, 0.3, 0.0], [0.2, 0.5, -0.1], [0.2, 0.4, 0.0], [-0.3, 0.2, -0.1], [0.4, -0.1, -0.3], [-0.1, 0.3, 0.4], [0.0, 0.0, 0.5], [0.3, 0.1, 0.0], [0.1, 0.6, -0.1], [-0.2, -0.4, -0.3], [-0.1, -0.3, 0.0], [-0.3, -0.3, 0.3], [0.0, 0.1, 0.3], [-0.5, 0.1, 0.3], [-0.2, -0.3, -0.3], [0.0, 0.7, 0.5], [0.0, 0.2, -0.2], [-0.4, 1.0, 0.5], [-0.6, 0.2, 0.5], [0.1, 0.0, -0.2], [-0.2, 0.0, -0.6], [0.6, 0.3, -0.1], [0.2, -0.6, 0.2], [-0.2, -0.3, -0.5], [-0.2, -0.9, -0.1], [-0.3, 0.2, -0.4], [0.3, -0.4, -0.2], [0.1, 0.1, -0.3], [0.4, 0.0, 0.1], [-0.3, 0.3, -0.8], [-0.6, -0.2, -0.1], [0.1, -0.3, -0.1], [0.0, 0.3, -0.2], [0.0, 0.4, 0.7], [-0.2, -0.3, -0.5], [0.3, -0.6, 0.0], [0.4, 0.3, 0.4], [0.1, 0.1, 0.2], [-0.8, 0.3, -0.2], [-0.1, -0.2, -0.1], [-0.2, 0.2, 0.1]],
  "mulliken_spin": [0.0010, -0.0011, -0.0663, 0.0000, -0.0018, -0.0021, -0.0001, 0.0002, 0.0000, 0.0003, -0.0009, 0.0001, -0.0005, 0.1415, 0.7033, 0.0015, 0.2341, 0.0007, 0.0094, 0.0002, 0.0000, -0.0001, -0.0003, 0.0000, 0.0000, 0.0000, -0.0002, 0.0001, 0.0000, 0.0007, 0.0000, 0.0001, 0.0001, -0.0001, 0.0000, 0.0000, 0.0000, -0.0001, -0.0002, -0.0001, 0.0001, 0.0001, 0.0001, 0.0000, 0.0000, 0.0003, -0.0001, 0.0000, -0.0001, 0.0000, 0.0000, 0.0000, -0.0139, 0.0005, 0.0000, 0.0005, 0.0024, -0.0002, 0.0003, 0.0000, 0.0000, 0.0000, 0.0000, -0.0054, -0.0002, 0.0000, -0.0001, 0.0000, 0.0000, 0.0000, 0.0000, 0.0000, 0.0000, 0.0000, 0.0000, 0.0000, 0.0000, 0.0000, 0.0000, 0.0002, 0.0001, 0.0000, 0.0000, 0.0000, 0.0000, 0.0000, 0.0000, 0.0000, 0.0000, 0.0000, 0.0001, 0.0000, 0.0000, -0.0018, 0.0000, -0.0003, 0.0001, 0.0000, 0.0000, 0.0000, 0.0002, 0.0000, 0.0000, 0.0000, 0.0000, 0.0001, 0.0000, 0.0000, 0.0000, 0.0002, -0.0002, 0.0000, -0.0023, 0.0000, -0.0004, 0.0000, 0.0000]
}

***

(2)
{
  "formula": "C2H8N2S",
  "method": "ωB97M-V with the def2-TZVPD basis set",
  "gap_ha": 0.238,
  "species": ["S", "N", "N", "C", "C", "H", "H", "H", "H", "H", "H", "H", "H"],
  "coordinates": [[-1.2723, -0.1177, 0.7221], [0.2900, 1.2544, -1.8759], [1.5232, -0.1616, -0.6318], [1.2699, 0.3789, -1.7808], [-1.5841, -0.8508, 2.3483], [-1.2175, -1.8601, 2.4317], [-1.1304, -0.2532, 3.1368], [-0.5376, 1.1069, -1.2916], [2.0550, 0.2518, -2.5166], [-2.6645, -0.8042, 2.4713], [2.4126, -0.5380, -0.3713], [0.7644, -0.1482, 0.0923], [0.0916, 1.7418, -2.7345]],
  "forces_ev_per_a": [[0.7, 0.2, -0.6], [-1.3, -0.4, -1.0], [-0.3, -0.4, 0.2], [1.6, 0.8, 1.3], [-0.3, 0.7, 0.0], [0.0, -0.4, 0.0], [0.0, 0.0, 0.1], [0.3, 0.2, 0.5], [-0.4, 0.4, -0.5], [0.0, -0.3, 0.3], [0.2, -0.5, -0.5], [-0.8, 0.0, 0.6], [0.2, -0.3, -0.2]],
  "lowdin_charge": [0.2418, 0.1560, 0.1270, -0.2130, -0.6420, -0.0085, -0.0047, 0.0241, 0.1459, -0.0105, 0.1202, -0.0560, 0.1199]
}

***

Question: What is the formula in the second record?
Answer: C2H8N2S